Record 1
Formula: C5H15NO
Source: the OMol25 dataset
Level of theory: ωB97M-V/def2-TZVPD

## Properties
**Energy above the lowest of the compared OMol25 structures with the same formula, charge and spin**: 2.223 eV
**Max |F|**: 2.280 eV/A
**Multiplicity**: 1
**Orbital gap**: 8.90 eV
**Electronic energy**: -329.42591 hartree
**HOMO level**: -8.232 eV
**SMILES string**: CCN(C)CC.O

CARTESIAN COORDINATES (ANGSTROEM)
H: -0.751 1.995 1.653
H: -1.928 0.126 -0.411
H: -0.601 -0.097 2.959
H: 2.017 1.542 -0.696
H: 1.711 -0.500 0.780
H: -1.749 -0.358 1.696
H: -0.819 0.259 -1.698
C: 1.760 -0.453 -0.302
H: -1.769 1.774 -1.231
C: -1.291 0.854 -0.910
H: 1.208 -1.237 -0.816
C: 1.163 0.863 -0.824
O: -0.527 -2.581 -1.064
N: -0.078 1.349 -0.159
C: -0.679 -0.212 1.873
H: 0.809 1.296 1.755
H: 2.743 -0.820 -0.602
H: 1.048 0.920 -1.915
H: -1.476 -2.779 -1.114
H: -0.045 -1.056 1.590
H: -0.569 -1.990 -1.835
C: -0.177 1.104 1.271

=====

Record 2
Formula: C15H16AuClN2O6PS2
Source: the OMol25 dataset
Level of theory: ωB97M-V/def2-TZVPD

## Properties
**Energy above the lowest of the compared OMol25 structures with the same formula, charge and spin**: 1.162 eV
**Max |F|**: 4.148 eV/A
**Multiplicity**: 2
**Orbital gap (spin up / spin down)**: 7.88 / 5.96 eV
**<S²>**: 0.7554
**Electronic energy**: -2875.82635 hartree
**HOMO level (spin up / spin down)**: -8.829 / -8.761 eV

CARTESIAN COORDINATES (ANGSTROEM)
H: 0.351 -5.710 3.406
N: -1.724 2.420 -0.754
H: 5.262 -1.330 0.023
C: -4.935 0.963 -1.892
C: 0.002 -5.006 2.654
C: 1.542 3.892 0.095
H: -5.028 -0.715 -0.882
H: 1.789 -3.787 2.788
H: -0.658 -4.279 3.121
Cl: -3.358 3.542 -2.693
C: 3.599 -2.665 -0.161
O: -5.535 -0.141 -1.565
C: -0.655 3.275 -0.752
P: 1.346 -1.906 0.952
S: 0.683 -1.095 -0.749
H: 5.100 -2.072 -1.579
H: -0.554 -5.543 1.890
H: 2.863 -2.978 -0.911
C: 4.556 -1.642 -0.742
Au: -0.546 0.291 1.375
C: -3.135 -0.680 0.439
N: -1.777 1.311 0.068
C: -3.632 1.274 -1.226
C: 0.460 5.300 -1.509
H: 2.388 5.728 -0.654
C: 1.553 5.047 -0.684
H: 4.132 -3.543 0.215
O: -5.391 1.739 -2.703
O: -4.119 -1.384 0.145
C: 0.474 3.031 0.067
H: 0.449 6.183 -2.130
H: 0.507 2.137 0.687
C: -2.911 0.588 -0.231
O: -2.280 -1.033 1.334
H: 1.832 -5.025 1.503
C: -0.613 4.444 -1.551
O: 2.929 -2.087 0.972
C: 1.194 -4.308 2.030
H: 4.004 -0.771 -1.087
O: 0.729 -3.365 1.043
H: -1.434 4.669 -2.204
H: 2.386 3.668 0.729
S: 1.041 -0.836 2.658
C: -2.887 2.400 -1.534

=====

Record 3
Formula: C3H8N2OS
Source: the OMol25 dataset
Level of theory: ωB97M-V/def2-TZVPD

## Properties
**Energy above the lowest of the compared OMol25 structures with the same formula, charge and spin**: 4.006 eV
**Max |F|**: 5.347 eV/A
**Multiplicity**: 1
**Orbital gap**: 9.86 eV
**Electronic energy**: -701.93028 hartree
**HOMO level**: -9.309 eV

CARTESIAN COORDINATES (ANGSTROEM)
H: 0.449 -0.899 1.952
C: 0.962 2.240 0.347
N: 0.475 3.101 -2.050
C: -0.440 -1.240 -1.401
H: -1.057 -1.901 -2.092
H: -2.604 -2.695 -0.179
H: 0.760 2.972 1.157
H: 2.136 2.152 0.479
H: -0.716 -0.231 -1.317
H: 0.442 1.234 0.398
N: 0.223 -0.810 0.946
S: -0.317 -1.997 0.284
C: 0.669 2.619 -1.030
O: -2.053 -2.229 0.558
H: 0.721 -1.216 -1.584

=====

Record 4
Formula: C34H40N4O8PReS3
Source: the OMol25 dataset
Level of theory: ωB97M-V/def2-TZVPD

## Properties
**Energy above the lowest of the compared OMol25 structures with the same formula, charge and spin**: 1.154 eV
**Max |F|**: 1.429 eV/A
**Net charge**: +1
**Multiplicity**: 2
**Orbital gap (spin up / spin down)**: 6.58 / 6.10 eV
**<S²>**: 0.7586
**Electronic energy**: -3754.78556 hartree
**HOMO level (spin up / spin down)**: -10.421 / -10.543 eV

CARTESIAN COORDINATES (ANGSTROEM)
H: 0.444 -1.587 -5.134
H: 0.460 0.458 -7.163
S: 2.017 -0.486 -0.102
C: 1.165 1.113 -6.664
H: -1.127 -1.840 4.682
H: -0.893 3.085 6.406
H: -4.401 0.592 3.350
C: -3.420 -0.257 -0.455
H: 3.654 3.474 -4.898
H: -2.105 -2.347 3.286
C: 3.123 2.504 -6.739
S: -0.120 1.340 -1.486
H: 1.892 3.034 3.146
O: -2.669 3.511 2.189
H: -0.649 1.551 -3.926
H: -5.319 -0.799 -1.229
C: 1.898 2.269 -4.686
H: 0.510 5.320 4.865
C: 4.364 -3.007 -1.842
C: -2.717 0.308 5.432
H: 1.173 -3.482 -3.631
H: 2.428 -5.665 -2.650
C: 0.494 -0.039 -2.304
H: 0.126 4.770 3.235
C: -4.012 -0.424 3.430
O: 0.361 0.043 4.647
H: 4.324 -2.084 -1.274
H: 2.097 1.896 4.501
H: -1.117 4.736 4.540
C: 0.962 -1.432 -4.190
H: 2.130 -3.064 -0.211
C: 3.295 -5.016 -2.614
H: 0.394 1.848 6.348
C: -2.588 -1.238 -1.244
H: -3.043 1.338 5.280
O: -0.587 2.333 3.908
C: 2.959 2.810 -5.393
C: -4.643 1.856 0.775
C: -2.270 2.562 1.395
H: -0.848 0.303 -5.161
H: 2.350 1.425 -8.422
N: 0.425 -0.200 -3.594
C: 5.586 -4.575 -3.193
C: 1.265 -1.042 -1.496
H: 1.228 -4.197 -1.220
H: -3.440 -0.188 6.082
O: -1.770 0.325 3.173
N: -2.699 0.565 0.309
P: -0.288 0.798 3.577
C: 2.226 1.659 -7.373
C: -0.125 0.804 -4.517
C: -2.127 -1.843 4.252
C: 1.794 2.907 4.224
H: 2.464 3.605 4.725
H: -6.482 1.085 -0.026
C: -0.129 -2.752 1.520
C: 4.469 -5.393 -3.255
C: -3.288 1.636 0.861
H: 2.029 -1.310 -4.390
N: 1.339 -2.269 -1.961
C: -4.787 -0.104 -0.595
C: 3.236 -3.822 -1.907
O: 0.401 0.806 2.175
S: 0.080 -4.302 1.765
C: 0.361 3.170 4.660
O: -1.335 -1.177 -0.922
O: -1.112 2.402 1.027
C: 1.959 -3.386 -1.234
H: 6.502 -4.869 -3.688
C: 0.997 1.416 -5.320
C: -0.060 4.586 4.296
H: 0.780 3.534 6.746
H: -1.748 0.298 5.928
Re: -0.659 0.184 0.592
N: -0.286 -1.592 1.351
O: -3.072 -1.908 -2.126
H: -5.075 2.730 1.243
H: 1.767 2.513 -3.637
C: -5.413 0.946 0.059
H: 6.408 -2.748 -2.421
C: 0.147 2.887 6.138
H: 4.511 -6.328 -3.797
C: 0.712 -2.577 -3.240
H: -0.360 -2.748 -3.093
H: -3.956 -0.882 2.440
H: -4.713 -1.008 4.027
H: -2.793 -2.403 4.910
H: 3.949 2.929 -7.293
C: -2.652 -0.428 4.103
C: 5.534 -3.381 -2.483
H: -1.890 3.937 2.599